No. 1
C48H45BF4N9O3S3Ti as an isolated structure at a distorted geometry, computed with ωB97M-V with the def2-TZVPD basis set.

Calculated values
- charge = -2
- gap between HOMO and LUMO (alpha / beta) (eV) = 6.354 / 6.639
- relative energy (zero: lowest compared OMol25 entry of this formula, charge and spin) (kJ/mol) = 99.0
- largest force on an atom (eV/A) = 1.52
- HOMO level (alpha / beta) (eV) = -2.3 / -2.6
- multiplicity = 2

Positions of all 114 atoms, in Å:
Ti 0.1840 -0.3390 -0.6547
C 3.2090 2.4687 -1.4317
C 2.5915 1.1440 -1.0778
N 1.6499 1.0474 -0.1827
N 1.6306 2.0427 0.7993
C 1.1070 1.5627 1.8803
S 0.3621 0.0483 2.0849
S 1.2774 2.6211 3.3262
C 3.0425 3.0569 3.1941
C 3.8789 2.3538 4.2258
C 4.0733 0.9756 4.1274
C 4.8350 0.3063 5.0682
C 5.4092 0.9999 6.1293
C 5.2106 2.3660 6.2411
C 4.4479 3.0369 5.2912
C 3.1868 -0.1044 -1.5517
C 4.2150 -0.1066 -2.5068
C 5.0215 -1.2052 -2.6976
C 4.8318 -2.3311 -1.8753
C 3.8387 -2.3690 -0.9327
C 2.9094 -1.2962 -0.7975
O 1.8847 -1.4120 -0.0360
H 4.2171 2.5734 -1.0233
H 2.5878 3.2772 -1.0527
H 3.2765 2.5434 -2.5195
H 3.1578 4.1391 3.2687
H 3.3303 2.7584 2.1863
H 3.5955 0.4334 3.3203
H 4.9732 -0.7634 4.9795
H 6.0047 0.4738 6.8644
H 5.6449 2.9135 7.0685
H 4.2880 4.1048 5.3808
H 4.3874 0.7862 -3.0953
H 5.7966 -1.1969 -3.4521
H 5.4781 -3.1939 -1.9981
H 3.6715 -3.2468 -0.3200
N 0.3038 8.2775 -1.0734
C -0.1796 6.9770 -0.8192
C -1.4325 6.5894 -1.2929
C -1.9121 5.3177 -1.0363
C -1.1572 4.4255 -0.2863
C 0.0738 4.8112 0.2136
C 0.5616 6.0817 -0.0587
S -1.8536 2.8270 0.0795
O -3.2141 2.8949 -0.3893
O -1.6141 2.6012 1.4832
N -1.0018 1.7205 -0.7429
C -0.7107 2.0391 -2.0246
N 0.1289 1.1573 -2.6205
C 0.4758 1.4188 -3.8679
C 0.0466 2.5419 -4.5521
C -0.8074 3.3762 -3.8493
N -1.1846 3.1444 -2.6107
H -0.0405 8.6607 -1.9431
H 1.3120 8.3367 -1.0327
H -2.0249 7.2872 -1.8734
H -2.8643 4.9889 -1.4195
H 0.6574 4.1223 0.8069
H 1.5288 6.3794 0.3318
H 1.1479 0.7189 -4.3481
H 0.3334 2.7252 -5.5766
H -1.2096 4.2759 -4.3074
C -4.5112 -4.8563 1.7270
C -3.7803 -3.9587 2.6835
C -4.3502 -3.6028 3.8994
C -3.7211 -2.7254 4.7699
C -2.4844 -2.2003 4.4255
C -1.8859 -2.5596 3.2323
C -2.5301 -3.4223 2.3561
N -1.9045 -3.7942 1.1561
C -1.1461 -2.9637 0.3223
N -0.1680 -3.6483 -0.3036
C 0.4000 -3.3513 -1.5741
C 0.4184 -2.0381 -2.0606
C 0.9668 -1.9426 -3.3430
C 1.4983 -3.0082 -4.0543
C 1.4867 -4.2759 -3.5000
C 0.9206 -4.4679 -2.2501
C 0.8831 -5.8469 -1.6438
N -1.3898 -1.7120 0.0979
C -2.7514 -1.3105 0.3158
C -3.0382 -0.2885 1.2050
C -4.3520 0.0823 1.4419
C -5.3827 -0.5739 0.7886
C -5.0819 -1.5632 -0.1373
C -3.7711 -1.9346 -0.4110
C -3.5007 -2.9200 -1.5178
H -5.4638 -5.1705 2.1532
H -3.9479 -5.7648 1.4895
H -4.7128 -4.3362 0.7897
H -5.3248 -4.0069 4.1507
H -4.1987 -2.4456 5.7000
H -1.9750 -1.5010 5.0748
H -0.9208 -2.1521 2.9698
H -2.2022 -4.6570 0.7288
H 0.0860 -4.5175 0.1346
H 1.0033 -0.9774 -3.8118
H 1.9359 -2.8447 -5.0325
H 1.9050 -5.1235 -4.0333
H 1.3031 -6.5767 -2.3370
H -0.1367 -6.1649 -1.4082
H 1.4674 -5.9112 -0.7195
H -2.2274 0.2162 1.7139
H -4.5530 0.8970 2.1251
H -6.4138 -0.2928 0.9666
H -5.8784 -2.0283 -0.7086
H -4.0785 -2.6357 -2.3980
H -3.7825 -3.9418 -1.2407
H -2.4583 -2.9169 -1.8320
F -2.8363 -1.6457 -4.2710
B -2.9689 -0.4800 -3.5076
F -2.0549 -0.5399 -2.4210
F -2.6903 0.6324 -4.3095
F -4.2696 -0.3976 -3.0126

---

No. 2
C48H46CoF5N7O4 as an isolated structure, computed with ωB97M-V with the def2-TZVPD basis set.

Calculated values
- charge = -2
- gap between HOMO and LUMO (alpha / beta) (eV) = 5.589 / 5.678
- largest force on an atom (eV/A) = 0.56
- HOMO level (alpha / beta) (eV) = -1.8 / -1.9
- multiplicity = 4

Positions of all 111 atoms, in Å:
Co -0.0638 -0.6280 0.2620
O -4.3487 1.8424 -2.2895
C -3.5477 2.8847 -2.0263
C -3.9173 4.1432 -2.5094
C -3.1319 5.2537 -2.2568
C -1.9619 5.1372 -1.5144
C -1.5957 3.8905 -1.0300
C -2.3637 2.7576 -1.2731
C -1.8457 1.4375 -0.7835
O -0.7650 1.4137 -0.1453
N -2.5594 0.3830 -1.1482
N -1.9065 -0.7932 -0.8225
C -2.5566 -1.8719 -1.0201
C -2.0259 -3.2068 -0.8355
C -2.9201 -4.2732 -0.9739
C -2.5317 -5.5928 -0.8472
C -1.1829 -5.8553 -0.5796
C -0.2730 -4.8329 -0.4507
C -0.6437 -3.4612 -0.5648
O 0.2502 -2.5526 -0.4421
H -3.8766 1.0293 -1.8881
H -4.8330 4.2183 -3.0839
H -3.4371 6.2207 -2.6428
H -1.3462 6.0060 -1.3154
H -0.6919 3.7487 -0.4492
H -3.5888 -1.7956 -1.3746
H -3.9607 -4.0364 -1.1801
H -3.2510 -6.3966 -0.9401
H -0.8471 -6.8810 -0.4598
H 0.7677 -5.0313 -0.2199
C 5.3313 1.6352 -3.7561
C 5.9096 0.5369 -2.9100
C 7.2663 0.2409 -2.9393
C 7.8104 -0.7607 -2.1485
C 6.9763 -1.5010 -1.3240
C 5.6155 -1.2426 -1.2949
C 5.0738 -0.2138 -2.0681
N 3.7072 0.0638 -2.0639
C 2.7873 -0.0606 -1.0106
N 3.3434 -0.0127 0.2210
C 2.7399 0.0738 1.5201
C 1.3719 -0.0979 1.7139
C 0.9432 0.0719 3.0412
C 1.8047 0.3685 4.0875
C 3.1658 0.4933 3.8404
C 3.6581 0.3472 2.5518
C 5.1395 0.4816 2.2996
N 1.5330 -0.1369 -1.2558
C 1.0812 -0.1967 -2.5909
C 0.3421 0.8872 -3.0702
C -0.2054 0.8721 -4.3420
C -0.0147 -0.2342 -5.1582
C 0.7290 -1.3069 -4.6884
C 1.2928 -1.3169 -3.4143
C 2.0873 -2.5037 -2.9418
H 6.1236 2.2125 -4.2324
H 4.7166 2.3081 -3.1548
H 4.6854 1.2432 -4.5476
H 7.9100 0.8245 -3.5892
H 8.8743 -0.9609 -2.1786
H 7.3782 -2.2966 -0.7090
H 4.9550 -1.8381 -0.6776
H 3.2725 0.2802 -2.9471
H 4.3250 0.1980 0.2095
H -0.1165 -0.0348 3.2496
H 1.4214 0.4901 5.0962
H 3.8598 0.7053 4.6492
H 5.6608 0.6934 3.2338
H 5.3806 1.2988 1.6075
H 5.5769 -0.4322 1.8808
H 0.1844 1.7219 -2.3991
H -0.8006 1.7130 -4.6778
H -0.4557 -0.2715 -6.1475
H 0.8668 -2.1810 -5.3171
H 1.8338 -3.3846 -3.5343
H 1.8556 -2.7126 -1.8956
H 3.1643 -2.3321 -3.0416
C -4.9067 4.3678 0.9661
C -4.5923 3.6318 2.2627
N -3.4320 2.7701 2.1869
C -2.1386 3.3563 2.4929
C -1.8406 3.4346 3.9861
C -3.5216 1.3871 2.1572
C -4.7938 0.8079 1.5775
N -2.5446 0.6904 2.5701
H -5.7589 5.0425 1.0959
H -5.1406 3.6652 0.1665
H -4.0501 4.9558 0.6356
H -5.4597 3.0514 2.5793
H -4.4228 4.3646 3.0617
H -2.1100 4.3534 2.0381
H -1.3808 2.7444 2.0004
H -2.5971 4.0171 4.5222
H -0.8676 3.9011 4.1603
H -1.8138 2.4254 4.3963
H -5.6307 0.9069 2.2738
H -4.6321 -0.2521 1.3914
H -5.0674 1.2912 0.6369
H -2.6427 -0.3024 2.3669
F -1.3315 -6.1401 5.1927
C -1.3264 -5.0644 4.3637
C -2.4834 -4.3466 4.1240
F -3.6330 -4.7311 4.7244
C -2.4709 -3.2557 3.2841
F -3.6378 -2.6009 3.0763
C -1.3107 -2.7871 2.6053
O -1.3516 -1.7950 1.8184
C -0.1485 -3.5594 2.8942
F 1.0204 -3.2272 2.3221
C -0.1638 -4.6513 3.7367
F 0.9754 -5.3419 3.9627

---

Look up the largest force on an atom of the first one. 1.52 eV/A